(1)
{"formula": "H4O2", "method": "ωB97M-V/def2-TZVPD", "orbital_gap_ev": 12.14, "e_lumo_ev": 0.80, "e_above_lowest_kcal_mol": 4.4, "smiles": "O.O", "total_charge": 0, "species": ["H", "H", "H", "H", "O", "O"], "coordinates": [[-0.6293, -0.1810, -0.0961], [-1.9955, -0.6208, -0.4209], [1.2286, 0.9445, -0.0896], [1.4692, -0.3264, 0.7794], [-1.5353, 0.1758, -0.0049], [1.4622, 0.0079, -0.1679]], "forces_ev_per_a": [[-0.026, 0.668, 0.150], [0.295, 1.788, 0.850], [0.128, -0.171, 0.004], [0.107, 0.686, -1.711], [-0.261, -2.467, -1.087], [-0.243, -0.504, 1.793]]}

=====

(2)
{"formula": "C11H8O2P", "method": "ωB97M-V/def2-TZVPD", "orbital_gap_ev": [5.84, 5.84], "e_lumo_ev": [3.49, 3.49], "total_charge": -1, "species": ["C", "C", "C", "C", "C", "C", "C", "C", "C", "C", "C", "O", "O", "P", "H", "H", "H", "H", "H", "H", "H", "H"], "coordinates": [[0.8132, -2.6291, -0.7844], [1.8214, 2.0322, 0.1095], [1.7151, -1.5685, -0.7965], [2.2089, 0.7828, -0.2996], [-0.4970, -2.4538, -0.4352], [0.4895, 2.2562, 0.4482], [1.2960, -0.3013, -0.3924], [-0.0771, -0.0765, -0.0355], [-1.0372, -1.1738, -0.1036], [-0.4063, 1.2011, 0.3755], [-2.3631, -0.9774, 0.1109], [-2.6565, 2.8084, 0.0667], [-2.2040, 1.8656, 2.4070], [-1.9457, 1.8892, 0.9619], [1.1562, -3.6234, -1.0558], [2.5347, 2.8431, 0.1901], [2.7416, -1.7225, -1.1028], [3.2444, 0.5939, -0.5582], [-1.1716, -3.3022, -0.4232], [0.1224, 3.2211, 0.7835], [-2.6648, 0.0691, 0.4006], [-3.1201, -1.7342, 0.1333]], "forces_ev_per_a": [[0.144, 0.168, -0.011], [0.269, -0.043, -0.053], [0.458, -0.454, -0.238], [-0.070, 0.152, 0.013], [-0.204, -0.294, 0.050], [-0.129, -0.037, 0.026], [-0.253, 0.186, 0.118], [0.677, -0.424, -0.120], [-0.289, -0.235, -0.126], [-0.434, 1.101, 0.332], [-0.003, 1.648, 0.468], [0.167, -0.366, -0.441], [0.283, -0.495, -0.128], [-0.480, 0.380, 0.589], [0.009, 0.019, -0.007], [0.076, -0.024, -0.059], [0.072, 0.022, 0.048], [0.025, -0.008, -0.010], [-0.023, -0.003, -0.037], [0.318, 0.098, -0.066], [-0.411, -1.219, -0.387], [-0.202, -0.170, 0.037]]}